Run 1
Computed, not measured: an isolated molecule of C20H22N2O2, with ωB97M-V/def2-TZVPD.

Values from the calculation:
- HOMO energy: -0.312 hartree
- SMILES: Cc1cccc(CCNC(=O)c2cccc(N3CCCC3=O)c2)c1
- 2S+1: 1
- Frontier orbital gap: 8.979 eV
- Net charge: 0

XYZ file:
```
46
C20H22N2O2 | OMol25 | ωB97M-V/def2-TZVPD
C 5.16827 2.02662 0.67051
C 4.16755 1.27411 -0.15131
C 3.27345 1.93704 -0.98123
C 2.33525 1.22904 -1.71016
C 2.27356 -0.14850 -1.60869
C 3.15588 -0.83089 -0.78080
C 3.01547 -2.31325 -0.57103
C 2.21893 -2.56164 0.72388
N 0.99860 -1.78916 0.73681
C 0.95655 -0.57636 1.35827
O 1.78426 -0.22595 2.17393
C -0.19744 0.28189 0.96214
C 0.01872 1.65128 0.86951
C -1.01586 2.47928 0.47571
C -2.26484 1.96137 0.18880
C -2.50059 0.59127 0.30661
N -3.76376 0.05109 0.03173
C -3.94161 -1.37103 -0.20576
C -5.33467 -1.46809 -0.82892
C -6.06046 -0.28033 -0.21175
C -4.95292 0.72575 0.06283
O -5.11261 1.90153 0.28515
C -1.45287 -0.24543 0.68712
C 4.09842 -0.10950 -0.06476
H 4.87354 1.99766 1.71939
H 6.15452 1.57322 0.58830
H 5.23055 3.06606 0.35779
H 3.30804 3.01473 -1.05433
H 1.64053 1.75318 -2.35051
H 1.53333 -0.69553 -2.17756
H 3.99272 -2.78892 -0.47975
H 2.48795 -2.76400 -1.41531
H 1.98046 -3.62407 0.83023
H 2.79813 -2.23086 1.58829
H 0.37983 -1.93019 -0.04714
H 0.99768 2.04031 1.10078
H -0.85231 3.54275 0.38906
H -3.06693 2.61539 -0.10753
H -3.89835 -1.92592 0.74016
H -3.16109 -1.74532 -0.87220
H -5.26947 -1.34658 -1.91087
H -5.81299 -2.42169 -0.61547
H -6.52165 -0.53890 0.74392
H -6.82615 0.15506 -0.85027
H -1.61758 -1.30430 0.81529
H 4.78197 -0.63222 0.58911
```

Run 2
Computed, not measured: an isolated molecule of C20H22N2O2, with ωB97M-V/def2-TZVPD.

Values from the calculation:
- HOMO energy: -0.294 hartree
- SMILES: COc1cccc(CNC(=O)CCCc2c[nH]c3ccccc23)c1
- 2S+1: 1
- Frontier orbital gap: 8.478 eV
- Net charge: 0

XYZ file:
```
46
C20H22N2O2 | OMol25 | ωB97M-V/def2-TZVPD
C -4.48976 -0.27211 -1.97974
O -4.35451 -0.19788 -0.58339
C -3.22208 -0.69899 -0.00805
C -3.17267 -0.64150 1.38389
C -2.06213 -1.10645 2.05649
C -0.99385 -1.64160 1.35845
C -1.03823 -1.71408 -0.02557
C 0.13443 -2.28967 -0.77642
N 1.34533 -1.55623 -0.48564
C 2.35585 -2.06846 0.24775
O 2.40234 -3.22930 0.60059
C 3.43981 -1.05795 0.59183
C 3.92262 -0.19947 -0.58848
C 3.49043 1.27484 -0.51140
C 2.02193 1.49210 -0.69008
C 1.35140 1.57517 -1.87906
N 0.01600 1.78187 -1.65811
C -0.20551 1.85605 -0.31275
C -1.37985 2.07401 0.39486
C -1.29875 2.09953 1.76891
C -0.08005 1.91698 2.42743
C 1.08757 1.70673 1.73145
C 1.03888 1.67254 0.33764
C -2.14816 -1.23434 -0.70801
H -4.45458 -1.30713 -2.33492
H -3.71792 0.31238 -2.49305
H -5.46727 0.15167 -2.20544
H -4.01675 -0.22525 1.91004
H -2.03017 -1.05573 3.13413
H -0.12634 -2.01337 1.88168
H 0.31849 -3.32235 -0.46318
H -0.05289 -2.27303 -1.85597
H 1.32596 -0.55815 -0.64048
H 3.03789 -0.41786 1.38011
H 4.26929 -1.62310 1.01833
H 3.57232 -0.62834 -1.52963
H 5.01381 -0.21925 -0.61265
H 3.80011 1.68640 0.45100
H 4.02122 1.82263 -1.29460
H 1.73704 1.50182 -2.87832
H -0.68020 1.90871 -2.37191
H -2.32076 2.21831 -0.11438
H -2.19186 2.26687 2.35103
H -0.06005 1.94706 3.50669
H 2.02419 1.58154 2.25496
H -2.16255 -1.29565 -1.78602
```

Most stable = run 1

Run 1
Computed, not measured: a 2-piece molecular cluster, C3H5BrS overall, with ωB97M-V/def2-TZVPD.

Values from the calculation:
- HOMO energy: -0.352 hartree
- SMILES: C=C=CBr.S
- 2S+1: 1
- Frontier orbital gap: 9.924 eV
- Net charge: 0

XYZ file:
```
10
C3H5BrS | OMol25 | ωB97M-V/def2-TZVPD
C -0.83694 -1.60212 -1.04647
C -0.87244 -0.98817 0.07540
C -0.95857 -0.44313 1.26455
Br -2.64638 -0.48461 2.26462
H -1.23618 -1.14481 -1.92181
H -0.80867 -2.67402 -1.03139
H -0.12135 -0.07550 1.86293
S 2.31676 2.96403 -0.54209
H 1.65141 1.76707 -0.66918
H 3.51236 2.68126 -0.25655
```

Run 2
Computed, not measured: an isolated molecule of C3H5BrS, with ωB97M-V/def2-TZVPD.

Values from the calculation:
- HOMO energy (alpha / beta): -0.307 / -0.312 hartree
- 2S+1: 1
- Frontier orbital gap (alpha / beta): 6.847 / 7.241 eV
- Net charge: 0

XYZ file:
```
10
C3H5BrS | OMol25 | ωB97M-V/def2-TZVPD
C -1.16611 0.34473 -1.65117
C 1.19945 0.37024 1.74467
C -0.64193 0.06270 -0.45379
S 0.95952 0.75876 0.14569
Br 2.70104 -0.40226 -1.47007
H -0.73462 1.07735 -2.28885
H -1.82527 -0.38933 -2.03009
H 0.50893 -0.35525 2.11200
H 2.18625 0.52754 1.99539
H -1.16255 -0.66007 0.12436
```

Most stable = run 1

Run 1
Computed, not measured: a 2-piece molecular cluster, C6H11NO2P overall, with ωB97M-V/def2-TZVPD.

Values from the calculation:
- HOMO energy (alpha / beta): -0.095 / -0.180 hartree
- 2S+1: 1
- Frontier orbital gap (alpha / beta): 4.936 / 8.335 eV
- Net charge: -1

XYZ file:
```
21
C6H11NO2P | OMol25 | ωB97M-V/def2-TZVPD
C -1.98208 2.38106 -0.45593
C -2.03629 -1.41229 -0.84487
C 2.19007 0.99513 1.68229
C -1.99570 -0.16759 -0.01885
C 2.42826 -0.20247 0.66232
C -1.71190 1.06737 -0.91576
N -2.22850 3.36727 0.11012
O 1.31866 -0.92806 -1.94004
O 2.76729 1.16866 -1.63362
P 1.75893 0.19651 -1.03864
H -0.92815 -1.43973 -1.20320
H -2.67669 -1.29742 -1.63478
H -2.28038 -2.24828 -0.25502
H 2.79991 0.89688 2.50276
H 2.35892 1.87903 1.10695
H 1.26835 0.96964 2.09481
H -2.78115 0.04796 0.60140
H -1.10732 -0.23109 0.67770
H 2.05839 -1.16469 1.04752
H 3.53964 -0.48300 0.45012
H -1.50261 0.94796 -1.96473
```

Run 2
Computed, not measured: an isolated ion of composition C6H11NO2P and charge -1, with ωB97M-V/def2-TZVPD.

Values from the calculation:
- HOMO energy: -0.153 hartree
- SMILES: C[P@](=O)([O-])C1=NCCCC1
- 2S+1: 1
- Frontier orbital gap: 7.745 eV
- Net charge: -1

XYZ file:
```
21
C6H11NO2P | OMol25 | ωB97M-V/def2-TZVPD
C 2.21650 -2.46314 0.72912
P 1.91116 -1.35404 -0.74209
O 1.19790 -2.06879 -1.83261
O 3.09883 -0.56758 -1.20664
C 0.37435 0.00404 -0.01628
N 0.04784 0.16027 1.20424
C -1.02425 0.99396 1.40532
C -1.49663 1.98019 0.37609
C -1.74098 1.06849 -0.82102
C -0.38859 0.40106 -1.21636
H 1.56046 -1.70753 1.31667
H 1.82811 -3.49342 0.63639
H 3.14999 -2.37661 1.25125
H -0.73483 1.47173 2.34578
H -1.90336 0.42956 1.73308
H -0.93249 2.84142 0.05455
H -2.41396 2.51156 0.71884
H -2.18202 1.54459 -1.72944
H -2.41132 0.13136 -0.48009
H 0.36063 1.06354 -1.86723
H -0.51733 -0.57067 -1.85956
```

Most stable = run 2